No. 1
Density functional theory data (the ωB97M-V functional and the def2-TZVPD basis) for one molecule with the formula C4H7NO2.

Properties
- Energy above the lowest of the compared OMol25 structures with the same formula, charge and spin: 1.3097 eV
- Multiplicity: 1
- HOMO-LUMO gap: 10.8 eV
- HOMO level: -9.850 eV

```
14
Properties=species:S:1:pos:R:3:forces:R:3
N 1.5501 0.8552 0.7125 -0.1 0.2 0.1
C 0.5855 0.1658 1.3940 0.0 0.0 0.0
O 0.1824 0.5012 2.4921 0.1 -0.1 -0.3
C 0.0702 -1.0710 0.6711 0.0 -0.1 0.1
C -0.7414 -0.7638 -0.5696 -0.1 -0.2 0.1
C -1.1141 0.5873 -0.9837 -0.2 0.2 0.1
O -0.0457 -0.1085 -1.6255 0.1 0.0 -0.2
H 1.7921 1.7638 1.0841 0.0 -0.2 -0.1
H 1.6344 0.7120 -0.2849 0.0 0.0 0.1
H -0.5417 -1.6281 1.3822 0.0 0.1 -0.1
H 0.9124 -1.7057 0.3682 -0.1 0.1 0.1
H -1.3908 -1.5776 -0.9015 0.2 0.1 0.0
H -0.8043 1.4408 -0.3829 -0.1 -0.1 -0.1
H -2.0061 0.7299 -1.5909 0.1 0.0 0.1
```
Forces are in eV/Å.



No. 2
Density functional theory data (the ωB97M-V functional and the def2-TZVPD basis) for a 2-piece molecular cluster, C4H14N2O overall at a distorted geometry.

Properties
- Energy above the lowest of the compared OMol25 structures with the same formula, charge and spin: 3.5954 eV
- Multiplicity: 1
- HOMO-LUMO gap: 8.9 eV
- HOMO level: -8.492 eV

```
21
Properties=species:S:1:pos:R:3:forces:R:3
C -0.4612 0.3210 -1.4596 1.7 -1.5 -2.8
N -1.0330 1.2730 -0.6139 -0.3 1.5 -0.2
C 0.0237 -0.9225 -0.7042 1.5 -0.1 0.2
C 0.3221 -0.6913 0.7998 0.2 1.8 -0.4
C 1.5083 0.3201 0.9674 0.0 -0.5 -1.9
N 2.6584 0.0483 0.0183 -0.7 -1.2 0.8
H 0.3313 0.7248 -2.1299 0.2 0.0 1.0
H -1.1359 -0.0137 -2.2613 -0.5 -0.4 0.1
H -1.6692 0.6843 -0.0916 -0.4 1.4 0.3
H -1.5673 1.8578 -1.2419 -0.3 0.5 0.4
H 0.9771 -1.2452 -1.1563 -0.4 0.0 0.0
H -0.6181 -1.7983 -0.8461 -0.4 -0.1 0.1
H 0.5100 -1.6702 1.2505 -0.2 0.3 0.4
H -0.5674 -0.1096 1.1948 1.7 -1.4 0.3
H 1.1072 1.2402 0.5242 0.0 0.1 0.9
H 1.8219 0.4275 2.0135 -0.2 0.0 -0.2
H 3.4642 0.5722 0.3273 0.2 -0.1 0.0
H 2.8949 -0.9618 0.0219 0.1 1.0 0.2
H -2.0526 -1.1287 -0.0111 -2.3 3.3 4.0
H -3.2533 -0.1053 1.0850 0.1 -1.0 -1.0
O -2.3416 -0.3438 0.8377 0.1 -3.7 -2.1
```
Forces are in eV/Å.



No. 3
Density functional theory data (the ωB97M-V functional and the def2-TZVPD basis) for one molecule with the formula C16H15BrN2O2 at a distorted geometry.

Properties
- Energy above the lowest of the compared OMol25 structures with the same formula, charge and spin: 1.9553 eV
- Multiplicity: 1
- HOMO-LUMO gap: 9.4 eV
- HOMO level: -9.078 eV

```
36
Properties=species:S:1:pos:R:3:forces:R:3
N -1.1075 3.8867 0.1724 0.2 0.3 0.0
C -0.9686 2.5423 0.0902 0.6 0.5 0.0
N 0.1473 1.9211 -0.0244 0.3 -0.9 -0.2
O 1.2837 2.7653 0.0283 -1.3 0.9 0.3
C 2.4688 2.1802 -0.2443 0.6 -0.4 -0.3
O 3.4536 2.8638 -0.1765 -0.2 -0.1 0.0
C 2.4485 0.7174 -0.6015 -0.1 0.1 0.1
C 2.2694 -0.1366 0.6666 0.0 0.0 -0.2
C 2.1370 -1.5880 0.3028 0.1 0.0 0.1
C 3.1848 -2.4759 0.5011 0.0 0.0 0.0
C 3.0565 -3.8079 0.1461 0.0 -0.1 0.0
C 1.8776 -4.2670 -0.4146 0.0 -0.1 0.0
C 0.8280 -3.3872 -0.6208 -0.1 0.0 0.0
C 0.9585 -2.0573 -0.2660 0.0 0.0 0.0
H 0.1395 -1.3717 -0.4327 -0.1 0.1 0.0
H -0.0943 -3.7395 -1.0598 -0.1 0.0 0.0
H 1.7765 -5.3062 -0.6909 0.0 -0.1 0.0
H 3.8795 -4.4887 0.3076 0.1 -0.1 0.0
H 4.1075 -2.1230 0.9391 0.1 0.1 0.1
H 3.1272 0.0141 1.3242 0.0 0.0 0.0
H 1.3684 0.1963 1.1855 0.1 0.0 0.0
H 1.6185 0.5271 -1.2828 0.1 -0.1 0.0
H 3.3933 0.4701 -1.0856 0.0 0.1 0.0
C -2.1785 1.7030 0.0713 -0.3 -0.2 0.0
C -2.1325 0.4085 0.5846 0.0 0.2 0.0
C -3.2541 -0.3965 0.5666 -0.1 0.0 0.0
C -4.4324 0.0996 0.0313 -0.2 -0.1 0.0
C -4.4995 1.3820 -0.4876 -0.1 -0.2 0.0
C -3.3715 2.1808 -0.4654 0.2 0.0 0.1
H -3.4182 3.1704 -0.8946 0.0 0.1 0.0
H -5.4228 1.7498 -0.9080 -0.1 0.0 0.0
Br -5.9862 -0.9988 0.0074 0.2 0.1 0.0
H -3.2173 -1.3984 0.9655 0.0 -0.1 0.0
H -1.2087 0.0436 1.0029 0.1 0.0 0.1
H -1.9682 4.2923 0.4923 0.0 -0.1 0.1
H -0.2639 4.4284 0.2696 -0.1 0.0 0.0
```
Forces are in eV/Å.



Which value of energy above the lowest of the compared OMol25 structures with the same formula, charge and spin does entry 2 give?
3.5954 eV